Entry from OMol25: a molecular structure, C11H22IrN4SSe (ωB97M-V with the def2-TZVPD basis set).

Calculated values
Highest occupied orbital energy: -18.65 eV
Strongest force on any atom: 0.06 eV Å⁻¹
Energy: -3554.307010 a.u.
Total charge: +3
ΔE to the lowest compared entry with this formula, charge and spin: 0.000 eV

Structure (XYZ):
```
40
Properties=species:S:1:pos:R:3:forces:R:3
Ir -0.600985 1.261156 0.184573 0.031 0.033 0.045
C -2.598604 1.567655 2.397686 -0.002 -0.012 -0.012
C -3.340928 0.729115 1.386943 0.008 0.004 0.007
N -2.662912 0.891547 0.055652 -0.019 -0.027 0.006
C -2.841419 -0.292947 -0.839020 0.001 -0.012 0.019
C -2.015481 -1.481344 -0.356265 -0.006 -0.029 -0.025
S -0.410260 -0.952773 0.379248 -0.018 0.012 -0.012
C -0.730665 -1.133172 2.189384 0.038 0.000 0.015
C -0.519107 0.181590 2.922199 -0.023 -0.016 -0.040
N -1.122428 1.357347 2.211780 -0.023 0.028 -0.008
H -2.790054 2.629628 2.236505 0.002 0.001 0.000
H -2.893284 1.328640 3.420380 0.001 -0.001 0.001
H -3.328716 -0.326319 1.647093 -0.005 -0.005 0.000
H -4.385886 1.030171 1.310247 -0.001 0.003 0.002
H -3.094812 1.687516 -0.417121 0.014 0.008 0.000
H -3.897107 -0.570984 -0.883870 -0.002 0.008 0.009
H -2.531114 0.012161 -1.836647 0.007 0.002 -0.001
H -2.517199 -2.090701 0.394549 -0.001 0.006 -0.001
H -1.767719 -2.135892 -1.190942 -0.001 0.001 0.002
H -1.730033 -1.542584 2.312586 -0.004 0.008 0.006
H -0.021299 -1.879214 2.548180 -0.010 -0.001 0.006
H -0.937227 0.108617 3.928329 -0.004 0.003 0.001
H 0.544428 0.394329 3.020211 0.006 -0.003 -0.005
H -0.662802 2.178274 2.607331 -0.004 -0.004 0.005
C 1.516304 -0.136897 -3.930348 -0.014 0.003 -0.016
N 2.423514 -0.363347 -2.798339 0.017 0.018 0.009
C 3.509923 -1.202176 -2.815605 -0.040 -0.016 -0.001
C 4.132716 -1.079189 -1.616294 0.030 0.023 -0.012
N 3.424109 -0.161484 -0.881486 -0.014 -0.037 0.014
C 3.810176 0.327412 0.446602 0.010 0.000 -0.020
C 2.376916 0.249793 -1.608759 0.024 0.029 0.032
Se 1.230798 1.709592 -1.179316 -0.006 -0.018 -0.032
H 1.910158 -0.667897 -4.791453 0.002 -0.002 0.001
H 1.472684 0.925457 -4.161223 0.008 -0.001 -0.005
H 0.523939 -0.517130 -3.698596 0.004 -0.004 0.005
H 3.751841 -1.806300 -3.673828 0.001 -0.001 0.002
H 5.021447 -1.553990 -1.235932 0.001 0.004 0.000
H 4.759344 -0.127931 0.711880 -0.002 -0.005 0.003
H 3.059650 0.043965 1.181236 -0.004 0.000 0.005
H 3.932092 1.408307 0.422450 -0.002 -0.002 0.000
```
Forces are in eV/Å.